Entry 1:
{
  "formula": "C2H27O12",
  "method": "ωB97M-V/def2-TZVPD",
  "lumo_energy_ev": 1.915,
  "largest_force_ev_per_a": 6.7,
  "charge": -1,
  "relative_energy_ev": 6.612,
  "gap_ev": 6.20,
  "symbols": ["O", "O", "C", "O", "H", "H", "O", "H", "H", "H", "O", "H", "H", "O", "H", "H", "H", "O", "H", "H", "H", "O", "H", "H", "H", "H", "O", "H", "H", "C", "H", "O", "H", "H", "O", "H", "H", "H", "H", "H", "O"],
  "xyz": [[-2.7674, -1.0223, -0.4233], [2.8506, 0.7357, -2.4143], [0.5046, 0.1347, -0.0613], [0.7456, 3.4567, -0.8713], [-2.7534, 2.4377, -0.9133], [-0.7074, -3.1793, -1.3633], [-2.4164, 3.1897, -1.3213], [-2.9174, -0.2203, -0.0523], [1.7276, -2.2783, 0.0097], [2.1026, -0.1063, 1.2847], [-1.7424, -1.5153, 2.4447], [-3.6504, -1.3733, -0.3503], [0.5166, -0.7693, 0.6847], [0.9766, 2.0147, 2.3977], [-0.5134, -2.1703, -2.6063], [3.3556, -0.5023, 2.1667], [0.0766, 2.3697, 2.4167], [2.2616, -3.2483, 1.8407], [2.2276, -1.6173, 1.9857], [0.4776, -0.3583, -0.9053], [-1.3944, -2.3113, 2.0317], [-3.0274, 1.2907, 1.1217], [-3.8074, 1.7677, 0.8157], [1.0566, 3.7787, -0.1233], [-3.3574, 1.1837, 2.0617], [1.0126, 2.5767, -0.9193], [-1.4204, 0.4737, -2.5453], [1.1506, 1.6887, 1.4997], [2.4146, 0.4597, -1.6673], [2.3826, -2.9833, 0.4547], [-0.9884, 1.3557, -2.7073], [2.4286, -0.6603, 2.1767], [-0.4894, 0.7827, -0.1273], [-1.1794, 0.1377, -1.5623], [1.6546, 0.9057, 0.0517], [-1.5134, 3.1707, -1.0623], [2.1116, 0.9417, -2.9323], [3.2966, -2.4913, 0.1677], [2.1196, -3.8153, 0.0507], [-1.9724, -1.1173, 1.5967], [-0.8314, -3.1143, -2.3323]],
  "mulliken_charge": [-0.42, -0.67, -0.01, -0.65, 0.30, 0.30, -0.64, 0.31, -0.04, 0.42, -0.67, 0.23, 0.05, -0.74, 0.34, 0.42, 0.27, -0.90, 0.35, 0.62, 0.31, -0.59, 0.30, 0.27, 0.26, 0.37, -0.65, 0.41, 0.27, -0.67, 0.36, -0.35, -0.19, 0.16, -1.26, 0.36, 0.32, 0.24, 0.58, 0.30, -0.65]
}

***

Entry 2:
{
  "formula": "C4H8O4P",
  "method": "ωB97M-V/def2-TZVPD",
  "lumo_energy_ev": 3.513,
  "largest_force_ev_per_a": 4.2,
  "charge": -1,
  "relative_energy_ev": 0.000,
  "gap_ev": 8.21,
  "symbols": ["C", "H", "O", "H", "H", "O", "H", "H", "O", "P", "H", "H", "H", "C", "C", "C", "O"],
  "xyz": [[-0.3249, 0.6377, -1.6007], [1.2225, -1.0460, 3.5656], [2.7839, 0.7790, 2.3670], [0.7250, 0.4653, -1.7750], [-1.3434, 0.8462, -3.2819], [1.3887, 0.7837, 0.6692], [0.3474, -1.1251, 1.8071], [0.0128, 0.0284, 2.9954], [-0.2171, -1.8377, -0.4060], [-0.6431, -0.4451, -0.1813], [-0.4537, 1.7068, -1.4368], [-2.1908, -0.2011, -2.2189], [-0.9879, -0.6582, -3.1934], [1.7541, 0.4312, 1.8438], [0.8308, -0.5091, 2.6807], [-1.2346, 0.1322, -2.5904], [-1.6698, 0.0118, 0.7554]],
  "mulliken_charge": [-0.12, 0.28, -0.69, 0.28, 0.47, -0.65, 0.07, 0.26, -0.67, 0.87, 0.37, 0.35, 0.45, 0.66, -0.72, -1.55, -0.64]
}

***

Entry 3:
{
  "formula": "C26H52N5O9PSTi",
  "method": "ωB97M-V/def2-TZVPD",
  "lumo_energy_ev": -6.810,
  "largest_force_ev_per_a": 0.6,
  "charge": 2,
  "relative_energy_ev": 0.720,
  "gap_ev": 6.81,
  "symbols": ["C", "C", "O", "Ti", "C", "H", "H", "H", "H", "H", "O", "O", "O", "C", "C", "C", "H", "H", "N", "H", "H", "C", "P", "H", "H", "H", "O", "H", "H", "H", "H", "H", "H", "H", "H", "H", "C", "H", "C", "H", "H", "H", "S", "C", "H", "C", "H", "H", "C", "H", "H", "H", "H", "H", "N", "O", "C", "H", "H", "O", "C", "H", "C", "H", "H", "C", "H", "O", "H", "H", "C", "H", "H", "H", "H", "H", "H", "C", "C", "C", "O", "H", "C", "N", "H", "N", "C", "C", "H", "N", "H", "H", "C", "C", "C"],
  "xyz": [[-2.1053, 1.3937, -1.3831], [-2.0987, 0.9234, -2.8184], [-2.1561, 0.2624, -0.5032], [-0.1698, -1.1000, -1.0615], [0.2019, 1.6636, 3.1463], [1.4477, 4.4449, 0.5776], [-0.8118, -4.3800, -1.8280], [-0.2532, -5.3380, 2.2259], [0.5845, 0.6433, 3.1627], [-3.2688, -4.0993, -1.8855], [2.6887, -2.3327, -2.9860], [-2.5054, -2.2650, -1.2544], [0.4770, 0.2814, 0.0049], [1.8324, 4.7405, -1.5639], [-1.1599, -0.8043, -4.1595], [1.4312, 3.7954, -2.6917], [-1.5006, -0.7192, 1.7320], [0.9229, 2.3017, 3.6641], [-0.0180, 2.1365, 1.7632], [-3.0976, 0.6864, -3.1953], [-2.9473, 2.0600, -1.1901], [3.5433, 2.4984, 0.7984], [0.9784, 1.6743, 0.5636], [-2.1683, -0.9943, -4.5373], [-0.6805, -0.0625, -4.8006], [-1.2282, -1.6702, 3.8768], [1.4189, -2.2066, -0.8742], [0.6407, 1.7627, -2.4914], [1.6254, 5.7857, -1.7842], [1.4367, -3.8565, 2.9549], [-1.8998, 2.7408, 0.9800], [-1.7875, 0.9077, 3.4588], [2.3064, 1.9325, -1.9610], [-1.1559, 1.7941, 4.8497], [4.4720, 1.2926, 3.0864], [-1.6544, 1.6785, -3.4720], [-1.1842, 1.7680, 3.7625], [-2.8236, 3.0832, 3.1409], [-3.4688, -0.2786, -0.3084], [-3.5479, -0.5421, 0.7409], [0.7291, -1.8807, -4.2759], [-2.5281, -2.7578, 3.4032], [2.3171, -1.4712, -1.9213], [-0.5685, -3.7734, 0.7391], [-1.1846, 1.9201, -1.1459], [-1.1651, 3.0696, 1.7163], [-1.3830, 3.9182, 3.6961], [3.1423, -0.5349, 1.0474], [-2.6405, -3.2851, -2.2561], [-1.9125, -4.7584, 2.1618], [-0.6713, -2.8060, -4.8151], [-1.4108, -3.9158, 0.0697], [1.7185, -2.3093, 1.2130], [0.4552, 4.0826, -3.0902], [-0.5989, -3.5308, 3.2052], [-1.3071, -0.2661, -2.8301], [-1.5411, -1.8101, 1.7109], [2.1389, 3.7799, -3.5177], [3.4502, 2.8757, -0.2174], [-0.4054, -2.6365, -2.7671], [-1.5275, -2.4152, 3.1374], [0.8246, -1.0589, 2.0658], [-1.7363, 3.0487, 3.1423], [-3.9335, -1.1531, -2.2299], [1.0359, -2.4498, 3.9307], [0.7509, -3.0138, 3.0410], [-0.8441, 4.0734, 1.4491], [3.3134, -0.6948, -1.2613], [-1.2755, -4.3627, -3.5229], [-2.4312, -2.1342, 1.1797], [-0.3204, -2.0746, -4.0881], [5.1927, -0.0622, 2.2137], [0.3362, -4.1642, 0.2751], [0.0045, 4.7018, -0.4140], [-4.2220, 0.4841, -0.5135], [2.8976, 4.6521, -1.3482], [5.6667, 2.4080, 1.2527], [4.4970, 0.7698, 2.1282], [-0.8688, -4.4472, 2.1067], [0.8275, -2.1089, 1.7934], [1.1311, -0.5499, -2.3608], [-4.5325, -2.0667, -0.8396], [1.3382, 2.4394, -2.0016], [2.4993, 1.4732, 1.0754], [2.5267, 0.0076, 2.6315], [-0.3745, -2.3016, 0.9194], [0.9942, 4.2438, -0.3927], [3.0986, 0.2945, 1.7502], [-3.1284, -2.8505, -3.1341], [0.8607, 2.7740, -0.6311], [3.4522, 3.3357, 1.4962], [5.1017, 1.1918, 0.0973], [-1.2572, -3.7702, -2.6086], [-3.6941, -1.4703, -1.2108], [4.8455, 1.7383, 1.0058]],
  "mulliken_charge": [0.05, -2.18, -0.02, 0.26, 0.20, 0.39, 0.28, 0.38, -0.08, 0.46, -0.71, -0.01, 1.89, -0.83, -1.00, -0.76, -0.68, 0.32, 0.35, 0.45, 0.84, 0.01, -1.88, 0.38, 0.55, 0.25, -0.37, -0.98, 0.45, 0.30, -0.09, -0.01, 0.39, 0.55, 0.34, 0.52, -0.69, 0.44, -0.99, 0.35, 0.20, 0.45, 0.93, -0.57, -0.40, 0.04, 0.34, -0.03, -0.87, 0.38, 0.61, -0.09, 0.58, 0.35, -0.15, 1.31, 0.07, 0.43, -0.07, 0.04, -1.20, -0.63, -0.87, 0.38, 0.39, -1.17, 0.20, -0.59, 0.60, 0.30, -0.78, 0.42, 0.63, 0.47, 0.65, 0.27, 0.47, -0.83, -1.22, 0.09, -0.38, 0.58, 0.33, 1.10, 0.19, 1.69, -0.69, 0.02, 0.51, 0.67, 0.31, 0.29, -0.83, -1.16, -0.87]
}

***

Entry 4:
{
  "formula": "C6H17ClSi2",
  "method": "ωB97M-V/def2-TZVPD",
  "lumo_energy_ev": [-1.109, -1.108],
  "largest_force_ev_per_a": 4.2,
  "relative_energy_ev": 3.739,
  "gap_ev": [4.51, 4.51],
  "symbols": ["H", "H", "H", "H", "Si", "C", "H", "H", "C", "Si", "H", "H", "Cl", "C", "H", "C", "C", "H", "H", "H", "H", "H", "H", "C", "H", "H"],
  "xyz": [[-1.9841, -2.6891, 0.7897], [0.7666, -2.5974, -1.1961], [0.2589, -1.4614, -2.2178], [-2.5138, -1.2035, 1.6644], [-0.2980, 4.2503, 1.9921], [1.4782, -1.0654, 1.1372], [1.9216, -1.5176, -1.8083], [-2.7518, 0.9053, -1.4303], [-2.0754, 0.1092, -1.5753], [-0.9244, -0.3743, -0.0242], [1.3722, 1.6017, -0.0197], [0.8977, 3.7863, 2.5301], [-0.9203, 2.4273, 0.8975], [0.9405, -0.4840, -0.2031], [-1.0753, -1.8725, 2.0700], [1.5331, 0.7956, -0.7221], [0.9295, -1.5923, -1.3757], [2.5505, 0.7523, -0.9994], [2.4498, -1.3198, 0.9933], [1.4521, -0.3053, 1.8615], [1.0539, 1.1170, -1.6578], [-1.5905, 0.2466, -2.4610], [0.0213, 5.0856, 0.8630], [-1.7265, -1.7345, 1.2250], [0.8474, -2.0383, 1.4231], [-2.6130, -0.8217, -1.7562]],
  "mulliken_charge": [0.37, 0.50, 0.43, 0.38, -0.14, -1.71, 0.40, 0.40, -1.28, 0.54, 0.33, -0.17, -0.28, 1.60, 0.43, -1.51, -1.78, 0.44, 0.49, 0.42, 0.37, 0.47, -0.16, -1.23, 0.31, 0.38]
}